# C45H46Cl72I2O3S

25 unconnected molecules or ions with the total composition C45H46Cl72I2O3S in a non-equilibrium geometry (ωB97M-V with the def2-TZVPD basis set, OMol25).

Each atom is followed by the atoms it is bonded to, with distances in Å.
Atoms and positions in Å:
1 C -5.447 -7.967 -2.040  C2 1.563, H28 1.128, H29 1.128, H30 1.119
2 C -4.055 -7.261 -1.964  C1 1.563, C3 1.481, C27 1.466
3 C -3.771 -6.093 -1.099  C2 1.481, C4 1.469, H31 1.115
4 C -2.455 -5.439 -1.088  C3 1.469, C5 1.484, H32 1.116
5 C -1.329 -5.895 -1.940  C4 1.484, C6 1.563, C26 1.474
6 C 0.069 -5.194 -1.936  C5 1.563, C7 1.623, H33 1.130, H34 1.117
7 C 0.236 -4.045 -3.071  C6 1.623, S8 1.858, O9 1.445, C21 1.599
8 S -1.423 -3.948 -3.900  C7 1.858, H35 1.378
9 O 0.641 -2.843 -2.380  C7 1.445, C10 1.398
10 C -0.421 -2.169 -1.770  O9 1.398, O11 1.203, C12 1.586
11 O -0.860 -2.507 -0.702  C10 1.203
12 C -1.052 -0.879 -2.441  C10 1.586, C13 1.560, H36 1.132, H37 1.119
13 C -1.984 -0.103 -1.460  C12 1.560, O14 1.213, C15 1.572
14 O -1.715 1.019 -1.088  C13 1.213
15 C -3.325 -0.758 -0.967  C13 1.572, C16 1.458, C20 1.461
16 C -3.569 -0.770 0.471  C15 1.458, C17 1.474, H38 1.116
17 C -4.806 -1.420 0.939  C16 1.474, C18 1.470, H39 1.112
18 C -5.695 -2.026 -0.063  C17 1.470, C19 1.470, H40 1.118
19 C -5.437 -1.982 -1.510  C18 1.470, C20 1.474, H41 1.120
20 C -4.202 -1.333 -1.985  C15 1.461, C19 1.474, H42 1.113
21 C 1.435 -4.527 -4.014  C7 1.599, I22 2.191, C23 1.600, H43 1.127
22 I 0.886 -6.095 -5.443  C21 2.191
23 C 2.136 -3.367 -4.863  C21 1.600, C24 1.576, I25 2.206, H44 1.128
24 C 1.149 -2.379 -5.594  C23 1.576, H45 1.118, H46 1.148, H47 1.128
25 I 3.695 -2.292 -3.731  C23 2.206
26 C -1.618 -7.082 -2.764  C5 1.474, C27 1.472, H48 1.111
27 C -2.933 -7.743 -2.776  C2 1.466, C26 1.472, H49 1.118
28 H -6.177 -7.208 -2.445  C1 1.128
29 H -5.365 -8.772 -2.826  C1 1.128
30 H -5.771 -8.336 -1.035  C1 1.119
31 H -4.579 -5.695 -0.442  C3 1.115
32 H -2.347 -4.569 -0.397  C4 1.116
33 H 0.836 -6.007 -2.098  C6 1.130
34 H 0.234 -4.766 -0.917  C6 1.117
35 H -1.447 -2.840 -4.719  S8 1.378
36 H -0.167 -0.233 -2.723  C12 1.132
37 H -1.593 -1.183 -3.371  C12 1.119
38 H -2.829 -0.320 1.174  C16 1.116
39 H -4.996 -1.429 2.034  C17 1.112
40 H -6.608 -2.541 0.327  C18 1.118
41 H -6.135 -2.434 -2.261  C19 1.120
42 H -3.944 -1.300 -3.068  C20 1.113
43 H 2.227 -4.953 -3.334  C21 1.127
44 H 2.704 -3.883 -5.689  C23 1.128
45 H 0.662 -1.633 -4.916  C24 1.118
46 H 0.302 -3.034 -6.009  C24 1.148
47 H 1.616 -1.912 -6.508  C24 1.128
48 H -0.835 -7.527 -3.416  C26 1.111
49 H -3.069 -8.637 -3.434  C27 1.118
50 C -2.629 3.564 1.487  Cl51 1.767, Cl52 1.769, Cl53 1.767, H54 1.088
51 Cl -1.658 4.792 0.667  C50 1.767
52 Cl -2.553 3.785 3.240  C50 1.769
53 Cl -4.303 3.616 0.925  C50 1.767
54 H -2.214 2.587 1.246  C50 1.088
55 C -4.580 4.674 6.783  Cl56 1.769, Cl57 1.767, Cl58 1.766, H59 1.086
56 Cl -4.895 6.270 7.475  C55 1.769
57 Cl -5.741 4.309 5.501  C55 1.767
58 Cl -2.926 4.580 6.170  C55 1.766
59 H -4.695 3.934 7.569  C55 1.086
60 C -1.575 8.780 1.029  Cl61 1.766, Cl62 1.770, Cl63 1.767, H64 1.086
61 Cl -2.460 9.524 -0.306  C60 1.766
62 Cl 0.111 9.320 1.036  C60 1.770
63 Cl -2.352 9.149 2.572  C60 1.767
64 H -1.589 7.703 0.890  C60 1.086
65 C -1.606 -1.079 -8.604  Cl66 1.766, Cl67 1.767, Cl68 1.770, H69 1.086
66 Cl -1.951 0.627 -8.306  C65 1.766
67 Cl -0.078 -1.263 -9.471  C65 1.767
68 Cl -1.567 -1.981 -7.082  C65 1.770
69 H -2.401 -1.487 -9.221  C65 1.086
70 C 0.811 0.505 1.742  Cl71 1.769, Cl72 1.765, Cl73 1.768, H74 1.086
71 Cl -0.880 1.024 1.714  C70 1.769
72 Cl 1.445 0.362 0.101  C70 1.765
73 Cl 1.786 1.635 2.689  C70 1.768
74 H 0.862 -0.472 2.214  C70 1.086
75 C 5.041 -0.399 2.707  Cl76 1.767, Cl77 1.769, Cl78 1.765, H79 1.086
76 Cl 5.152 -0.413 0.944  C75 1.767
77 Cl 4.750 -2.032 3.324  C75 1.769
78 Cl 6.507 0.283 3.415  C75 1.765
79 H 4.201 0.227 2.992  C75 1.086
80 C 6.102 4.166 3.515  Cl81 1.770, Cl82 1.767, Cl83 1.769, H84 1.087
81 Cl 4.826 2.940 3.567  C80 1.770
82 Cl 6.375 4.845 5.124  C80 1.767
83 Cl 7.599 3.482 2.867  C80 1.769
84 H 5.781 4.967 2.856  C80 1.087
85 C 9.562 4.935 -0.418  Cl86 1.768, Cl87 1.768, Cl88 1.767, H89 1.087
86 Cl 8.361 5.695 -1.470  C85 1.768
87 Cl 10.310 3.552 -1.225  C85 1.768
88 Cl 10.790 6.108 0.073  C85 1.767
89 H 9.055 4.578 0.475  C85 1.087
90 C -6.255 8.717 5.095  Cl91 1.772, Cl92 1.766, Cl93 1.765, H94 1.086
91 Cl -6.619 10.306 5.791  C90 1.772
92 Cl -7.384 8.338 3.791  C90 1.766
93 Cl -4.589 8.663 4.512  C90 1.765
94 H -6.369 7.969 5.873  C90 1.086
95 C -3.464 -2.386 5.188  Cl96 1.768, Cl97 1.769, Cl98 1.766, H99 1.086
96 Cl -2.502 -1.152 4.365  C95 1.768
97 Cl -3.381 -2.169 6.941  C95 1.769
98 Cl -5.141 -2.340 4.637  C95 1.766
99 H -3.051 -3.360 4.944  C95 1.086
100 C 8.089 -1.835 -3.572  Cl101 1.768, Cl102 1.767, Cl103 1.767, H104 1.085
101 Cl 7.110 -0.701 -2.632  C100 1.768
102 Cl 8.053 -3.443 -2.838  C100 1.767
103 Cl 7.527 -1.903 -5.246  C100 1.767
104 H 9.115 -1.482 -3.571  C100 1.085
105 C 7.302 -5.018 3.703  Cl106 1.768, Cl107 1.769, Cl108 1.767, H109 1.087
106 Cl 7.536 -6.326 2.537  C105 1.768
107 Cl 6.482 -5.615 5.152  C105 1.769
108 Cl 8.850 -4.278 4.126  C105 1.767
109 H 6.675 -4.258 3.243  C105 1.087
110 C 4.485 -7.958 -5.158  Cl111 1.768, Cl112 1.768, Cl113 1.764, H114 1.088
111 Cl 5.533 -8.942 -6.187  C110 1.768
112 Cl 3.939 -8.889 -3.757  C110 1.768
113 Cl 5.320 -6.494 -4.639  C110 1.764
114 H 3.612 -7.666 -5.738  C110 1.088
115 C 2.871 6.810 4.240  Cl116 1.766, Cl117 1.770, Cl118 1.766, H119 1.086
116 Cl 1.354 7.489 3.643  C115 1.766
117 Cl 3.972 6.485 2.893  C115 1.770
118 Cl 3.623 7.899 5.410  C115 1.766
119 H 2.655 5.870 4.738  C115 1.086
120 C -1.776 -10.877 -5.853  Cl121 1.768, Cl122 1.767, Cl123 1.768, H124 1.086
121 Cl -3.480 -10.415 -5.951  C120 1.768
122 Cl -1.069 -10.989 -7.468  C120 1.767
123 Cl -0.876 -9.726 -4.858  C120 1.768
124 H -1.714 -11.854 -5.385  C120 1.086
125 C 7.627 -9.834 -2.956  Cl126 1.768, Cl127 1.768, Cl128 1.767, H129 1.086
126 Cl 8.674 -10.818 -3.986  C125 1.768
127 Cl 7.081 -10.765 -1.556  C125 1.768
128 Cl 8.464 -8.366 -2.438  C125 1.767
129 H 6.754 -9.543 -3.534  C125 1.086
130 C -2.871 10.001 7.603  Cl131 1.765, Cl132 1.768, Cl133 1.767, H134 1.087
131 Cl -1.861 9.004 6.553  C130 1.765
132 Cl -3.401 9.081 9.017  C130 1.768
133 Cl -2.005 11.460 8.099  C130 1.767
134 H -3.752 10.302 7.041  C130 1.087
135 C 3.299 11.379 -0.457  Cl136 1.767, Cl137 1.766, Cl138 1.769, H139 1.086
136 Cl 4.653 10.751 0.488  C135 1.767
137 Cl 3.100 13.112 -0.183  C135 1.766
138 Cl 3.533 11.044 -2.178  C135 1.769
139 H 2.393 10.876 -0.132  C135 1.086
140 C -9.005 -4.083 4.371  Cl141 1.767, Cl142 1.769, Cl143 1.767, H144 1.085
141 Cl -7.969 -3.733 5.759  C140 1.767
142 Cl -8.423 -3.234 2.933  C140 1.769
143 Cl -9.085 -5.824 4.077  C140 1.767
144 H -10.006 -3.729 4.595  C140 1.085
145 C 1.029 8.123 -3.301  Cl146 1.767, Cl147 1.767, Cl148 1.768, H149 1.086
146 Cl 1.474 7.320 -4.812  C145 1.767
147 Cl -0.240 9.319 -3.585  C145 1.767
148 Cl 0.507 6.939 -2.096  C145 1.768
149 H 1.905 8.637 -2.916  C145 1.086
150 C -0.040 -2.940 8.342  Cl151 1.768, Cl152 1.767, Cl153 1.767, H154 1.085
151 Cl 0.921 -3.958 7.263  C150 1.768
152 Cl -0.540 -3.847 9.774  C150 1.767
153 Cl 0.864 -1.493 8.804  C150 1.767
154 H -0.933 -2.628 7.809  C150 1.085
155 C 8.466 8.010 -4.565  Cl156 1.767, Cl157 1.767, Cl158 1.767, H159 1.086
156 Cl 8.414 7.635 -6.292  C155 1.767
157 Cl 8.768 9.732 -4.312  C155 1.767
158 Cl 6.963 7.519 -3.777  C155 1.767
159 H 9.283 7.450 -4.119  C155 1.086
160 C -4.167 13.037 4.963  Cl161 1.767, Cl162 1.767, Cl163 1.768, H164 1.086
161 Cl -5.354 13.800 3.900  C160 1.767
162 Cl -3.410 11.657 4.160  C160 1.767
163 Cl -2.946 14.209 5.474  C160 1.768
164 H -4.684 12.677 5.848  C160 1.086
165 C -8.798 -10.012 -2.703  Cl166 1.768, Cl167 1.768, Cl168 1.767, H169 1.085
166 Cl -9.144 -8.300 -2.431  C165 1.768
167 Cl -7.297 -10.209 -3.616  C165 1.768
168 Cl -8.708 -10.878 -1.165  C165 1.767
169 H -9.610 -10.435 -3.286  C165 1.085

Summary:
frontier orbital gap: 8.414 eV
total energy: -982199.929 eV